# C4H10N2O

A 2-piece molecular cluster, C4H10N2O overall (wB97M-V/def2-TZVPD, the Open Molecules 2025 dataset).

CARTESIAN COORDINATES (ANGSTROEM)
O 0.309 1.255 0.263
C 0.423 1.475 -0.958
C 0.425 2.713 -1.599
C 1.094 2.849 -2.942
N -0.897 -3.139 0.583
C -0.923 -2.138 1.545
N -0.553 -2.563 2.944
H 0.721 0.613 -1.582
H 0.015 3.624 -1.179
H 1.437 1.853 -3.226
H 2.014 3.391 -2.687
H 0.590 3.349 -3.764
H 0.063 -3.452 0.405
H -0.335 -1.213 1.367
H -1.978 -1.872 1.673
H -0.727 -3.560 3.059
H 0.449 -2.486 3.073

multiplicity	1
molar mass	102.14	g/mol
total charge	0
energy	-9330.5820	eV
frontier orbital gap	0.097	hartree

# C9H24O9S3

A 3-piece molecular cluster, C9H24O9S3 overall (wB97M-V/def2-TZVPD, the Open Molecules 2025 dataset).

CARTESIAN COORDINATES (ANGSTROEM)
C -15.380 -9.625 11.710
C -16.038 -8.761 10.654
O -16.855 -9.546 9.769
S -16.156 -10.083 8.445
C -17.273 -11.371 8.059
O -16.264 -9.080 7.439
O -14.875 -10.602 8.774
H -14.958 -10.508 11.232
H -16.171 -9.994 12.368
H -14.618 -9.095 12.271
H -16.705 -8.045 11.137
H -15.326 -8.153 10.090
H -17.378 -12.038 8.912
H -16.797 -11.920 7.250
H -18.226 -10.925 7.800
C -22.201 -10.422 6.987
C -21.942 -11.789 7.539
O -22.091 -12.775 6.494
S -20.997 -13.911 6.420
C -21.354 -14.856 7.853
O -21.313 -14.666 5.260
O -19.706 -13.333 6.583
H -21.447 -10.160 6.236
H -22.075 -9.659 7.757
H -23.147 -10.311 6.458
H -20.920 -11.827 7.922
H -22.600 -12.039 8.377
H -22.425 -14.873 8.011
H -20.813 -14.387 8.673
H -20.943 -15.847 7.678
C -19.412 -8.079 7.094
C -19.469 -7.732 8.568
O -20.083 -6.471 8.841
S -19.188 -5.177 8.751
C -18.535 -5.128 10.386
O -18.133 -5.404 7.827
O -20.085 -4.109 8.561
H -18.576 -7.554 6.638
H -20.332 -7.722 6.624
H -19.282 -9.136 6.873
H -20.013 -8.477 9.161
H -18.469 -7.855 9.005
H -18.188 -4.124 10.604
H -17.728 -5.855 10.420
H -19.343 -5.434 11.045

multiplicity	1
molar mass	372.48	g/mol
total charge	0
energy	-60653.8216	eV
frontier orbital gap	0.415	hartree

# C8H26CdN2O6

C8H26CdN2O6 as an isolated structure (wB97M-V/def2-TZVPD, the Open Molecules 2025 dataset).

CARTESIAN COORDINATES (ANGSTROEM)
Cd -1.585 -0.822 -1.503
O 0.308 -1.372 -2.427
H 1.035 -1.400 -3.055
O -2.057 0.478 -3.309
H -1.451 1.225 -3.202
O -2.406 -2.776 -2.208
H -1.938 -3.596 -2.406
O -3.402 -0.527 -0.448
H -3.857 -0.097 0.283
C 0.532 -4.115 0.196
C 0.159 -2.841 0.953
C 1.304 -1.856 0.833
O 1.093 -0.784 1.751
C 2.245 0.004 1.908
N -1.049 -2.226 0.367
H -0.364 -4.650 -0.125
H 1.174 -4.770 0.790
H 1.015 -3.849 -0.751
H 0.025 -3.042 2.026
H 1.321 -1.492 -0.207
H 2.244 -2.369 1.108
H 2.532 0.469 0.956
H 3.078 -0.621 2.265
H 2.009 0.767 2.649
H -1.489 -2.895 -0.290
H -1.793 -2.089 1.045
C -1.976 2.271 0.902
C -0.898 2.232 -0.154
C 0.265 3.080 0.305
O 1.361 2.964 -0.584
C 2.364 3.885 -0.330
N -0.492 0.829 -0.387
H -2.062 3.292 1.309
H -1.691 1.645 1.750
H -2.929 1.962 0.483
H -1.232 2.597 -1.129
H 0.566 2.748 1.315
H -0.060 4.132 0.380
H 3.311 3.501 -0.726
H 2.527 4.063 0.743
H 2.171 4.847 -0.831
H -0.368 0.365 0.514
H 0.458 0.836 -0.763

multiplicity	1
molar mass	358.72	g/mol
total charge	-2
energy	-28542.8763	eV
frontier orbital gap	0.155	hartree

# C6H18AlF2N4O5PS2

C6H18AlF2N4O5PS2 as an isolated structure (wB97M-V/def2-TZVPD, the Open Molecules 2025 dataset).

CARTESIAN COORDINATES (ANGSTROEM)
Al -3.713 1.357 0.179
N -5.835 4.588 1.547
S -6.953 5.395 0.958
O -6.763 6.848 0.757
O -8.331 4.993 1.080
F -6.643 4.916 -0.604
S -5.826 5.416 3.040
O -7.084 5.500 3.808
O -4.884 6.477 3.268
F -5.155 4.143 3.769
O 0.479 -0.364 0.232
P 1.523 -1.254 -0.302
N 2.260 -0.708 -1.717
C 1.829 0.524 -2.217
C 3.079 -1.535 -2.658
N 1.140 -2.846 -0.622
C 0.552 -3.162 -1.908
C 0.601 -3.638 0.515
N 2.804 -1.451 0.840
C 3.986 -2.189 0.439
C 3.038 -0.593 1.979
H 0.814 0.475 -2.612
H 2.468 0.838 -3.043
H 1.850 1.287 -1.439
H 2.644 -1.370 -3.644
H 3.173 -2.583 -2.375
H 4.063 -1.078 -2.757
H 1.288 -3.919 -2.177
H -0.443 -3.591 -1.793
H 0.671 -2.471 -2.742
H 0.921 -4.664 0.334
H 0.978 -3.402 1.510
H -0.486 -3.642 0.591
H 4.621 -2.378 1.305
H 3.678 -3.192 0.145
H 4.521 -1.724 -0.389
H 2.126 -0.484 2.566
H 3.167 0.370 1.485
H 3.841 -0.891 2.653

multiplicity	1
molar mass	386.32	g/mol
total charge	+2
energy	-65677.4323	eV
frontier orbital gap	0.045	hartree

Result set for LUMO energy: -4.00, 0.18, 4.57, -12.69 eV, one per record in the order listed.
Result set for ΔE to the lowest compared entry with this formula, charge and spin: 8.405, 0.189, 0.000, 0.000 eV, one per record in the order listed.